The following is a DFT calculation (ωB97M-V/def2-TZVPD) of 2 unconnected molecules or ions with the total composition C4H3O2 at a distorted geometry.

```
9
Properties=species:S:1:pos:R:3:forces:R:3
C -0.26138 -0.49808 0.10768 -1.1 0.6 0.7
C -0.95910 0.13571 1.13475 0.2 -0.6 -0.4
C 1.78772 -0.08590 0.26879 -0.1 -0.2 -0.6
C -1.32340 0.45886 -0.33063 3.0 1.7 0.2
O 1.89161 1.00743 -0.20034 0.2 -0.3 0.3
O 2.31872 -1.08503 0.67645 -0.7 0.8 0.0
H -0.25279 -1.54132 -0.09343 0.5 -0.7 0.0
H -1.00022 1.42527 -0.76806 0.1 -0.3 0.3
H -2.20116 0.18304 -0.79521 -2.2 -1.0 -0.5
```
Forces are in eV/Å.

Values from the calculation:
energy: -304.59714 Eh
E_LUMO: 0.156 Ha
net charge: -1
highest occupied orbital energy: -3.3216 eV
Kohn-Sham gap: 7.571 eV
max |F|: 3.44 eV Å⁻¹
energy relative to the best compared isomer or geometry (same formula, charge and spin): 53.6 kcal per mole